Record 1
96
Properties=species:S:1:pos:R:3:forces:R:3 method="wB97M-V/def2-TZVPD" total_charge=+4 e_homo_ev="-19.2150 / -19.2143" lumo_ev="-12.261 / -12.263" homo_lumo_gap_ev="7.0 / 7.0"
V 0.5152 -0.0719 0.0028 -0.7316 0.8155 -0.5791
N -0.1133 -0.7631 -1.4127 -0.0880 -0.2183 -0.5762
S -1.0241 -1.6584 -2.3381 -0.0717 -0.2923 0.1141
N -0.2838 -3.0234 -2.5934 0.1534 0.1919 -0.1129
S 0.0619 -4.0060 -1.4077 0.1049 -0.3257 0.0794
N -0.6197 -3.6519 -0.0341 -0.0431 -0.0991 0.0198
S -0.1009 -2.8868 1.2522 -0.0777 0.0651 -0.3733
N 0.1935 -1.3747 1.0785 0.1711 -0.0783 0.8649
C -1.4303 -3.0435 2.3678 -0.0440 0.0870 -0.0079
C -1.8366 -1.8966 3.0457 -0.0100 -0.1840 0.0463
C -2.8475 -2.0221 3.9839 -0.0601 -0.0076 0.0526
C -3.4184 -3.2650 4.2303 -0.0203 -0.0104 0.0131
C -2.9989 -4.3958 3.5317 -0.0606 -0.0270 0.0607
C -1.9956 -4.2980 2.5872 -0.1171 0.0656 -0.0326
C 1.3278 -3.6886 1.8863 0.0108 0.1251 -0.0583
C 2.4525 -2.9388 2.2055 0.0256 -0.1035 -0.0328
C 3.5457 -3.5894 2.7546 0.0537 -0.0314 0.0436
C 3.4941 -4.9588 2.9863 -0.0020 -0.0344 0.0018
C 2.3556 -5.6927 2.6570 0.0657 -0.0406 0.0283
C 1.2585 -5.0641 2.0971 0.0189 -0.0368 0.0692
C 1.8011 -4.1550 -1.3892 -0.0344 0.0450 -0.0691
C 2.5776 -3.0308 -1.6722 0.0051 -0.1302 0.0544
C 3.9512 -3.1733 -1.6754 0.1030 -0.0229 0.0018
C 4.5238 -4.4170 -1.4097 0.0113 -0.0001 0.0066
C 3.7294 -5.5261 -1.1419 0.0720 0.0122 -0.0037
C 2.3485 -5.4088 -1.1378 0.0617 -0.0019 0.1173
C -0.6033 -5.5424 -1.8691 -0.1314 -0.0052 0.0616
C -0.5575 -5.8709 -3.2251 0.0495 -0.0186 0.1064
C -1.0220 -7.1192 -3.5948 -0.0277 -0.0873 -0.0630
C -1.5087 -7.9994 -2.6313 -0.0135 -0.0256 0.0267
C -1.5453 -7.6438 -1.2854 -0.0320 -0.1110 -0.0293
C -1.0870 -6.4017 -0.8856 -0.0169 0.0325 -0.1126
C -1.2573 -1.0031 -3.9214 -0.0287 0.0863 0.0770
C -0.1195 -0.8536 -4.7180 -0.0404 -0.0123 -0.0288
C -0.2918 -0.3247 -5.9804 0.0277 0.0516 -0.1132
C -1.5655 0.0424 -6.4187 -0.0272 -0.0061 0.0146
C -2.6806 -0.1076 -5.5992 0.0168 0.0342 -0.0676
C -2.5424 -0.6347 -4.3251 0.1559 0.0783 -0.0853
C -2.5883 -1.9721 -1.5940 0.0428 0.1211 -0.0051
C -3.3154 -3.0017 -2.1953 0.0080 0.0312 -0.0337
C -4.5574 -3.3105 -1.6714 -0.0538 -0.0160 0.0175
C -5.0443 -2.6093 -0.5702 -0.0261 -0.0264 0.0248
C -4.2934 -1.5981 0.0184 -0.0531 0.0073 0.0397
C -3.0476 -1.2636 -0.4901 -0.0913 -0.1919 -0.1391
H -1.3767 -0.9410 2.8461 0.0101 0.0126 0.0173
H -3.1850 -1.1503 4.5295 0.0008 -0.0332 -0.0081
H -4.2013 -3.3566 4.9733 0.0319 -0.0021 -0.0243
H -3.4560 -5.3570 3.7267 -0.0103 0.0285 0.0136
H -1.6907 -5.1722 2.0276 -0.0253 0.0869 0.0624
H 2.4731 -1.8737 2.0354 0.0029 -0.0577 -0.0142
H 4.4308 -3.0244 3.0199 -0.0269 -0.0439 -0.0169
H 4.3446 -5.4607 3.4332 -0.0528 0.0279 -0.0211
H 2.3191 -6.7585 2.8461 0.0289 0.0461 0.0054
H 0.3745 -5.6411 1.8549 0.0917 0.0629 0.0019
H 2.1137 -2.0922 -1.9361 -0.0250 0.0658 -0.0389
H 4.5836 -2.3298 -1.9215 -0.0059 -0.0261 0.0045
H 5.6015 -4.5256 -1.4399 -0.0456 0.0013 0.0067
H 4.1838 -6.4917 -0.9626 0.0065 0.0162 -0.0138
H 1.7227 -6.2762 -0.9621 0.0449 0.0567 -0.0175
H -0.1695 -5.1785 -3.9619 -0.0210 -0.0427 0.0254
H -1.0041 -7.4081 -4.6381 -0.0060 -0.0065 0.0474
H -1.8667 -8.9759 -2.9338 0.0057 0.0316 0.0055
H -1.9362 -8.3352 -0.5497 0.0128 0.0089 -0.0454
H -1.1275 -6.0981 0.1511 0.0053 -0.0270 -0.0826
H 0.8628 -1.1598 -4.3728 -0.0994 0.0269 -0.0185
H 0.5660 -0.2010 -6.6304 -0.0746 -0.0033 0.0128
H -1.6884 0.4481 -7.4161 0.0089 -0.0137 0.0506
H -3.6630 0.1811 -5.9523 0.0616 -0.0159 -0.0068
H -3.4065 -0.7555 -3.6851 0.0549 0.0004 -0.0165
H -2.9300 -3.5364 -3.0578 -0.0324 0.0332 0.0642
H -5.1505 -4.0923 -2.1294 0.0131 0.0319 0.0352
H -6.0215 -2.8546 -0.1694 0.0604 0.0248 -0.0373
H -4.6836 -1.0574 0.8721 0.0099 -0.0333 -0.0362
H -2.4625 -0.4876 -0.0294 0.1024 0.1665 0.0353
C 2.5103 1.0988 0.7870 -0.2491 -0.1184 0.0300
N 1.2338 1.1658 1.5426 0.6224 0.2649 0.2481
C 1.4288 0.7282 2.9494 -0.0052 0.0517 -0.1778
C 0.6565 2.5276 1.5011 0.0882 -0.0627 -0.1138
C -0.0261 2.6827 0.1880 -0.0230 -0.1334 0.0467
C -0.0670 3.9091 -0.4700 -0.1586 0.0450 0.0274
C -0.8627 4.0647 -1.5895 -0.0464 -0.0119 -0.0506
C -1.6210 2.9916 -2.0655 -0.0019 0.1103 -0.0415
C -1.5323 1.7511 -1.4684 0.0749 -0.0044 0.2191
C -0.6881 1.5705 -0.3627 0.3994 -0.2235 0.1748
H 3.3148 1.6727 1.2467 0.0892 0.0610 0.0751
H 2.3930 1.5141 -0.2273 -0.0758 0.0342 -0.0248
H 2.8737 0.0571 0.7491 -0.0557 -0.0417 -0.0166
H 2.0378 1.4597 3.4800 0.0343 0.0510 0.0218
H 1.9209 -0.2363 2.9863 0.0199 -0.0396 -0.0066
H 0.4618 0.6533 3.4342 -0.0950 0.0009 0.0252
H 1.4167 3.2854 1.6888 0.0903 0.0459 -0.0142
H -0.0778 2.5963 2.2990 -0.0889 0.0145 0.1398
H 0.4856 4.7504 -0.0663 -0.0402 -0.0270 -0.0130
H -0.9134 5.0269 -2.0834 -0.0123 -0.0302 -0.0037
H -2.2643 3.1198 -2.9292 0.0474 0.0180 0.0754
H -2.1206 0.9462 -1.8774 0.0033 -0.1332 -0.0299

Record 2
93
Properties=species:S:1:pos:R:3:forces:R:3 method="wB97M-V/def2-TZVPD" total_charge=+1 e_homo_ev=-9.7859 lumo_ev=-3.835 e_above_lowest_kcal_mol=3.14 homo_lumo_gap_ev=6.0
Br -1.6759 -6.8130 3.6528 -0.2471 0.0169 -0.2395
C -1.7382 -5.2069 2.6594 0.2072 1.1009 -0.3668
C -0.7497 -4.9660 1.6903 -0.1442 0.4266 0.1295
C -0.6389 -3.7106 1.0771 -0.7324 -0.3924 0.5587
C -1.5587 -2.6923 1.3833 0.1352 -0.6839 0.2603
C -1.6631 -1.5555 0.4371 2.8122 0.5029 -1.9874
C -3.0345 -1.2512 0.0245 -1.2510 0.8738 -1.8599
C -3.3240 -0.4682 -1.0918 1.0071 -2.0204 1.3287
C -4.5951 0.1890 -1.2590 -1.5589 0.2380 -0.9472
C -4.9194 0.8528 -2.4865 0.6540 -0.3190 1.4277
C -6.0312 1.6769 -2.5455 -0.2472 0.2533 0.0484
C -6.8798 1.7980 -1.4344 0.3644 -0.8878 -0.1221
Br -8.3785 2.9315 -1.5200 -0.0173 0.0799 -0.0039
C -6.6722 1.0152 -0.2868 0.1137 0.2753 -0.6113
C -5.5402 0.2300 -0.1972 1.0223 0.3040 -0.5726
C -2.5297 -2.9218 2.3877 0.0812 -0.3540 0.0008
C -2.6616 -4.1951 2.9849 0.3049 0.1745 -0.2611
H -0.0974 -5.7673 1.3715 0.1276 -0.0156 0.2370
H 0.1314 -3.5282 0.3233 -0.5310 -0.2949 0.1660
H -1.0454 -1.6552 -0.4916 -1.0452 -1.3586 0.5395
H -3.8861 -1.8077 0.4875 0.8948 1.0910 0.2075
H -2.5441 -0.3624 -1.8801 -0.4971 0.4684 0.8877
H -4.2156 0.7692 -3.3237 -0.4029 0.1044 0.2847
H -6.2226 2.2560 -3.4502 -0.0785 -0.1834 0.2995
H -7.3608 1.0410 0.5390 -0.1985 0.1651 0.0907
H -5.2842 -0.2771 0.7350 -0.2951 0.1931 -0.2715
H -3.2013 -2.0995 2.7092 0.3353 -0.7389 -0.4331
H -3.5090 -4.4278 3.6467 0.6745 0.3035 -0.1007
C -0.5131 4.9368 3.5652 -0.1326 0.2716 0.2732
C 0.3117 4.2712 2.5042 -0.1388 0.0567 -0.5827
C -0.1972 4.1194 1.1992 0.6876 -0.3793 -0.0328
C 0.4807 3.3169 0.2502 -0.0255 0.1981 0.5655
C -0.1032 3.1808 -1.1318 -0.3694 -0.0859 -0.5309
C 1.6669 2.6627 0.6530 -0.7111 1.2633 0.7112
N 2.2934 1.7053 -0.1976 0.8924 -1.0058 -0.4815
C 1.8289 0.4805 -0.5825 1.0226 1.4332 -2.4639
C 0.3975 0.0436 -0.6258 -3.6910 -1.1569 -1.8614
C -0.4633 -0.1466 0.6707 -0.8139 -0.1593 -0.0571
C -1.5098 0.9677 0.7108 0.0119 2.0644 0.7441
C 0.3845 -0.1913 1.9117 -0.7637 0.1296 1.2524
C 1.7069 -0.6273 1.9636 0.3579 0.1243 0.3126
C 2.5297 -0.3758 3.0690 0.0138 0.0707 0.1760
C 2.0208 0.2631 4.1912 -0.4095 -0.0142 0.0417
C 0.6625 0.5924 4.2200 -0.8235 -0.1468 -0.1730
C -0.1677 0.3086 3.1244 0.3804 0.4599 -0.1924
O -0.1364 -0.0992 -1.7797 2.4458 0.4083 4.1087
N 2.6981 0.0284 -1.5469 -0.0125 0.9041 1.3507
C 2.5204 -1.0893 -2.4155 0.1734 -1.1018 -0.9076
C 2.5212 -2.4007 -1.9190 0.0406 0.2116 -0.4911
C 2.6254 -2.6828 -0.4659 0.0990 -0.5138 0.3759
C 2.4662 -3.4647 -2.8188 0.0703 0.4720 -0.0955
C 2.4666 -3.2469 -4.1958 -0.1848 -0.0246 -0.0673
C 2.5060 -4.4302 -5.1348 -0.0154 -0.0870 -0.2023
C 2.4300 -1.9295 -4.6723 0.1332 -0.2451 0.3396
C 2.4592 -0.8393 -3.7946 -0.1131 -0.5357 -0.0073
C 2.4247 0.5450 -4.3514 -0.0661 0.3192 -0.4214
C 3.7846 0.9037 -1.6263 -0.5263 -1.0256 -0.4267
C 3.5405 1.9168 -0.7955 -0.9120 0.6799 0.5906
C 2.3138 3.0497 1.8410 -0.4908 -0.1663 0.3424
C 3.7277 2.6671 2.1453 0.6068 -0.1220 0.4893
C 1.6010 3.8101 2.7808 0.0782 -0.2222 -0.5342
H 0.0956 5.1957 4.4377 -0.1010 -0.0171 -0.1693
H -0.9929 5.8513 3.1968 0.1253 -0.1672 0.0327
H -1.3203 4.2792 3.9179 0.2140 0.0465 -0.1575
H -1.1601 4.5806 0.9140 0.6373 -0.3082 0.2220
H 0.4851 3.7673 -1.8760 -0.4237 -0.3141 0.5136
H -0.1479 2.1334 -1.4955 0.0467 0.8682 0.1657
H -1.1512 3.5574 -1.1081 0.7863 -0.1867 -0.2139
H -2.3530 0.7712 1.4462 1.1465 0.1599 -0.9350
H -1.0276 1.9752 0.9474 -0.8881 -1.6824 -0.0063
H -1.9659 1.0754 -0.2736 0.0223 -0.0191 0.2519
H 2.1497 -1.1941 1.1642 -0.1273 0.3179 -0.0472
H 3.5985 -0.6267 3.0400 -0.5604 -0.1802 -0.0225
H 2.6321 0.4553 5.0696 0.0282 0.0536 -0.2654
H 0.2064 1.0974 5.0896 0.4105 -0.4781 -0.4229
H -1.2474 0.5507 3.1730 0.9483 -0.0562 0.0235
H 2.9518 -3.7142 -0.3068 -0.0160 0.1172 -0.0220
H 3.3618 -2.0366 0.0186 -0.1117 -0.0551 -0.0072
H 1.6530 -2.5992 0.0349 0.3683 0.1688 -0.0877
H 2.4713 -4.4805 -2.4260 0.0476 0.1750 -0.1050
H 2.7845 -4.1092 -6.1495 -0.1093 -0.1713 0.3247
H 3.2417 -5.1774 -4.7915 -0.2884 0.3181 -0.1412
H 1.5260 -4.9376 -5.1931 0.3735 0.2620 0.0493
H 2.4070 -1.7550 -5.7549 -0.0031 -0.0020 0.4812
H 2.2185 0.4889 -5.4291 0.0975 0.1464 0.3447
H 1.6400 1.1562 -3.8893 0.1398 -0.0967 0.0018
H 3.3860 1.0523 -4.2160 -0.2051 0.0431 -0.1381
H 4.5984 0.7601 -2.3219 -0.1080 -0.2205 0.2415
H 4.1045 2.8122 -0.5965 -0.1098 -0.0912 -0.0634
H 3.9967 3.0523 3.1420 -0.0552 -0.1629 -0.3941
H 3.8915 1.5798 2.1731 -0.0733 0.3570 -0.1867
H 4.4363 3.1124 1.4277 -0.2369 -0.1503 0.3381
H 2.0773 4.0258 3.7460 -0.2759 -0.0719 -0.4393

Record 3
99
Properties=species:S:1:pos:R:3:forces:R:3 method="wB97M-V/def2-TZVPD" total_charge=-1 e_homo_ev=-3.9198 lumo_ev=2.375 e_above_lowest_kcal_mol=0.00 homo_lumo_gap_ev=6.3
Pb 1.6704 -0.6064 0.0577 -0.3451 0.1208 0.0725
O 4.8790 2.1549 1.6484 -0.0389 -0.0902 -0.0148
C 4.1249 1.2131 1.3534 -0.0859 0.0896 -0.0932
N 3.2218 1.1524 0.3864 0.2525 -0.0552 -0.0539
C 3.0795 2.3121 -0.4675 -0.0598 -0.0829 0.0926
C 2.7199 1.9099 -1.8811 -0.0810 -0.1067 0.0435
C 3.0841 2.6886 -2.9710 0.0258 0.0547 -0.1114
C 2.7032 2.2895 -4.2435 0.0090 0.0080 0.0681
C 1.9734 1.1227 -4.3987 0.0239 0.0108 -0.0637
C 1.6510 0.3950 -3.2674 0.0269 0.0319 0.1566
N 2.0115 0.7866 -2.0424 0.2201 0.1451 -0.1616
C 4.2340 -0.0695 2.1719 -0.0651 -0.0130 -0.0197
C 5.2893 -0.2091 3.0646 0.0431 0.0190 0.0637
C 5.4024 -1.3800 3.7918 -0.0585 -0.0015 -0.0657
C 4.4531 -2.3784 3.6114 0.0825 0.0133 0.0944
C 3.4342 -2.1566 2.7058 -0.0934 0.0215 -0.0993
N 3.3238 -1.0311 2.0029 0.2723 0.0280 0.1107
H 3.9874 2.9184 -0.4646 0.0468 0.0103 -0.0339
H 2.2701 2.9587 -0.0971 0.0127 0.0357 -0.0042
H 3.6691 3.5883 -2.8199 -0.0364 -0.0387 0.0169
H 2.9800 2.8828 -5.1064 -0.0065 0.0071 0.0029
H 1.6461 0.7804 -5.3721 0.0145 0.0024 0.0528
H 1.0669 -0.5145 -3.3341 0.0039 0.0555 0.0118
H 5.9863 0.6122 3.1544 -0.0100 -0.0108 0.0011
H 6.2219 -1.5203 4.4854 -0.0027 0.0076 0.0192
H 4.4978 -3.3074 4.1652 0.0026 0.0157 -0.0460
H 2.6774 -2.9143 2.5248 0.0155 0.0739 0.0080
C -1.1845 -4.4904 -1.0340 -0.0086 -0.0142 -0.0147
C -0.3338 -5.3170 -1.7529 0.0474 0.0474 0.0143
C 1.0023 -4.9776 -1.8907 0.0124 -0.0524 -0.0655
C 1.4807 -3.8115 -1.2904 0.0380 0.0454 0.0425
N 0.6519 -3.0441 -0.5806 -0.1853 -0.1183 0.0695
C -0.6374 -3.3520 -0.4684 0.0386 0.0299 -0.0462
C 2.8925 -3.3215 -1.4097 0.0306 0.1401 0.0334
C 3.8635 -4.1476 -1.9840 0.0078 -0.0320 0.0221
C 5.1682 -3.7108 -2.1390 0.0295 0.0368 0.0032
C 5.5184 -2.4335 -1.7207 -0.0378 -0.0270 0.0038
C 4.5564 -1.6164 -1.1406 -0.0413 0.0797 0.0569
C 3.2338 -2.0259 -0.9641 -0.1370 -0.2303 -0.1150
H -2.2413 -4.7013 -0.9335 0.0513 0.0140 -0.0096
H -0.7126 -6.2153 -2.2244 -0.0008 -0.0030 -0.0088
H 1.6572 -5.6050 -2.4793 -0.0390 0.0213 0.0066
H -1.2589 -2.6419 0.0765 0.0713 -0.0405 -0.0453
H 3.6167 -5.1514 -2.3104 -0.0101 0.0269 0.0123
H 5.9087 -4.3650 -2.5843 -0.0141 0.0041 0.0019
H 6.5361 -2.0794 -1.8465 -0.0228 -0.0023 0.0140
H 4.8427 -0.6182 -0.8097 -0.0105 -0.0917 -0.0507
O -0.7236 -1.8078 3.4984 -0.1915 -0.2062 -0.0065
N 0.4354 -1.1695 3.9026 0.0351 0.1914 0.1056
C 0.2014 -0.0377 4.4314 0.1871 0.1424 -0.0159
C -1.1103 0.6179 4.6769 -0.0909 -0.0981 0.0030
C -1.3592 1.0383 5.9853 0.0327 -0.0819 -0.0388
C -2.5928 1.5551 6.3418 0.0110 -0.0024 0.0197
C -3.5953 1.6553 5.3875 0.0071 0.0124 -0.0041
C -3.3407 1.2768 4.0781 0.0252 0.0601 0.0148
C -2.0945 0.7844 3.6914 0.1015 0.1075 -0.0724
P -1.6878 0.4422 1.9157 -0.1616 0.1696 0.1882
C -1.7395 2.1218 1.1516 0.1457 -0.0532 -0.1242
C -2.1506 3.3182 1.7393 -0.0060 -0.0509 -0.0591
C -1.9945 4.5244 1.0666 0.0239 -0.0245 -0.0120
C -1.4316 4.5556 -0.2023 0.0026 -0.0327 -0.0135
C -1.0331 3.3717 -0.8069 0.0701 -0.0136 0.0584
C -1.1735 2.1682 -0.1304 -0.0669 -0.0724 0.1576
C -3.2728 -0.3294 1.4034 0.0164 -0.1005 -0.0802
C -3.8500 -0.0573 0.1656 0.0340 0.0031 0.0479
C -4.9408 -0.7956 -0.2787 0.0305 0.0251 0.0355
C -5.4719 -1.8047 0.5093 0.0036 0.0069 -0.0085
C -4.8981 -2.0902 1.7441 0.0573 0.0486 -0.0040
C -3.7996 -1.3668 2.1836 0.0045 0.0463 -0.0521
H -0.3968 -2.5019 2.9189 -0.0026 -0.1261 -0.0677
H 1.1004 0.4409 4.8140 -0.0718 0.0402 -0.0620
H -0.5779 0.9318 6.7307 -0.0355 -0.0041 -0.0197
H -2.7758 1.8650 7.3635 0.0069 0.0019 -0.0206
H -4.5679 2.0457 5.6617 -0.0018 -0.0213 -0.0241
H -4.1216 1.3675 3.3320 0.0186 0.0183 -0.0049
H -2.5928 3.3244 2.7250 0.0137 -0.0303 0.0942
H -2.3076 5.4470 1.5402 -0.0195 -0.0073 0.0156
H -1.3047 5.4989 -0.7208 -0.0200 -0.0085 0.0203
H -0.6074 3.3778 -1.8044 -0.0043 -0.0494 0.1130
H -0.8770 1.2432 -0.6187 0.0328 0.0849 -0.0471
H -3.4278 0.7052 -0.4775 -0.0370 -0.0687 0.0060
H -5.3508 -0.5901 -1.2594 -0.0038 0.0052 0.0085
H -6.3217 -2.3781 0.1590 0.0059 -0.0020 0.0018
H -5.2997 -2.8853 2.3610 -0.0050 0.0026 0.0049
H -3.3407 -1.6036 3.1379 -0.0333 -0.0039 -0.0257
C -1.5525 2.7319 -4.4727 0.0176 0.0875 -0.0812
Si -2.7607 1.4064 -3.8510 0.0064 -0.1227 0.0248
C -3.7830 0.8709 -5.3520 -0.0465 0.0345 -0.0626
C -3.9845 2.2995 -2.7153 -0.0549 0.0363 0.0358
Se -1.7579 -0.3131 -2.8935 -0.0146 -0.0773 0.0422
H -1.9295 3.2334 -5.3736 0.0141 -0.0119 0.1078
H -0.5895 2.2728 -4.7127 -0.0692 0.0489 0.0007
H -1.3793 3.4963 -3.7073 -0.0238 -0.0590 -0.1440
H -4.4314 1.6814 -5.7136 0.0919 -0.0868 0.0182
H -4.4097 0.0157 -5.0813 0.0346 0.0662 -0.0323
H -3.1269 0.5569 -6.1709 -0.0589 0.0090 0.0652
H -4.4861 3.1208 -3.2436 0.0433 -0.0536 0.0520
H -3.4817 2.7142 -1.8344 -0.0786 -0.0330 -0.1004
H -4.7536 1.6015 -2.3663 0.0350 0.0680 -0.0302